No. 1
{"formula": "C42H65BrN20O6P2S", "method": "wB97M-V/def2-TZVPD", "elements": ["O", "P", "O", "O", "C", "C", "C", "C", "S", "C", "N", "N", "C", "O", "O", "P", "O", "Br", "H", "H", "H", "H", "H", "H", "H", "H", "H", "H", "H", "C", "C", "N", "H", "H", "H", "C", "C", "N", "H", "H", "H", "C", "C", "N", "H", "H", "H", "C", "C", "N", "H", "H", "H", "C", "C", "N", "H", "H", "H", "C", "C", "N", "H", "H", "H", "C", "C", "N", "H", "H", "H", "C", "C", "N", "H", "H", "H", "C", "C", "N", "H", "H", "H", "C", "C", "N", "H", "H", "H", "C", "C", "N", "H", "H", "H", "C", "C", "N", "H", "H", "H", "C", "C", "N", "H", "H", "H", "C", "C", "N", "H", "H", "H", "C", "C", "N", "H", "H", "H", "C", "C", "N", "H", "H", "H", "C", "C", "N", "H", "H", "H", "C", "C", "N", "H", "H", "H"], "coordinates": [[-1.290, 0.163, -0.925], [-2.658, -0.628, -0.943], [-3.372, -0.329, -2.540], [-2.516, -2.358, -0.804], [-1.179, -2.780, -0.358], [-1.414, -4.214, 0.470], [-0.674, -4.239, 1.938], [-1.236, -5.480, 2.906], [-1.337, -4.936, 4.720], [-2.576, -3.503, 4.694], [-2.356, -2.018, 5.006], [-3.609, -1.470, 4.775], [-4.618, -2.537, 4.335], [-3.970, -3.857, 4.295], [-3.833, -0.107, 0.230], [-3.141, 0.901, 1.469], [-2.577, 2.394, 0.688], [-1.299, -0.060, 2.436], [-2.749, -0.779, -3.211], [-0.499, -3.046, -1.273], [-0.625, -2.024, 0.343], [-1.116, -5.108, -0.225], [-2.582, -4.286, 0.692], [-0.870, -3.210, 2.473], [0.491, -4.362, 1.855], [-2.337, -5.728, 2.555], [-0.577, -6.463, 2.757], [-5.749, -2.432, 4.047], [-3.306, 3.062, 0.944], [1.348, 3.883, 0.555], [0.773, 2.606, 1.146], [0.297, 1.547, 1.637], [2.406, 3.742, 0.319], [0.811, 4.144, -0.361], [1.249, 4.703, 1.272], [1.426, -3.190, -4.042], [0.061, -2.522, -4.089], [-1.071, -1.969, -4.127], [1.806, -3.190, -3.017], [1.348, -4.222, -4.393], [2.128, -2.648, -4.682], [-0.766, 7.177, 2.380], [0.739, 6.976, 2.442], [1.988, 6.808, 2.494], [-1.277, 6.233, 2.586], [-1.074, 7.918, 3.123], [-1.054, 7.529, 1.386], [-2.986, 3.948, -2.732], [-2.313, 2.669, -2.261], [-1.754, 1.608, -1.871], [-3.902, 4.119, -2.160], [-2.313, 4.797, -2.591], [-3.240, 3.867, -3.793], [3.448, -4.074, 0.292], [3.028, -4.664, -1.045], [2.679, -5.153, -2.153], [3.868, -4.857, 0.929], [4.202, -3.298, 0.137], [2.582, -3.634, 0.794], [-1.070, -9.495, 5.427], [-1.294, -8.036, 5.061], [-1.479, -6.827, 4.758], [-1.980, -10.071, 5.235], [-0.254, -9.908, 4.829], [-0.813, -9.578, 6.487], [-3.647, 0.105, 7.748], [-4.564, 0.542, 8.879], [-5.325, 0.904, 9.818], [-4.001, -0.839, 7.326], [-3.636, 0.865, 6.963], [-2.630, -0.032, 8.125], [-5.862, 1.776, -4.851], [-6.086, 3.234, -5.216], [-6.271, 4.444, -5.520], [-6.772, 1.200, -5.043], [-5.046, 1.362, -5.449], [-5.605, 1.692, -3.791], [3.350, 1.137, -1.470], [4.023, -0.142, -0.999], [4.582, -1.203, -0.608], [2.434, 1.309, -0.897], [4.023, 1.987, -1.328], [3.097, 1.056, -2.531], [8.559, -1.732, -0.297], [7.985, -3.009, 0.294], [7.508, -4.068, 0.785], [9.618, -1.873, -0.533], [8.022, -1.470, -1.214], [8.460, -0.911, 0.419], [11.792, -4.356, -2.353], [11.568, -2.898, -2.719], [11.383, -1.688, -3.022], [10.883, -4.932, -2.545], [12.608, -4.770, -2.951], [12.049, -4.440, -1.293], [-4.917, 3.402, 4.026], [-4.611, 4.385, 2.907], [-4.357, 5.200, 1.979], [-4.355, 2.476, 3.872], [-4.634, 3.835, 4.989], [-5.986, 3.172, 4.038], [11.948, -1.136, 2.192], [12.154, -2.339, 1.287], [12.324, -3.337, 0.535], [12.529, -1.257, 3.111], [12.274, -0.225, 1.682], [10.890, -1.040, 2.451], [-8.566, 4.231, 0.786], [-7.892, 3.257, 1.739], [-7.333, 2.450, 2.530], [-7.897, 4.459, -0.048], [-9.487, 3.791, 0.394], [-8.810, 5.158, 1.311], [3.509, 5.860, -2.882], [4.183, 4.887, -1.928], [4.742, 4.079, -1.137], [4.178, 6.089, -3.716], [2.588, 5.420, -3.274], [3.265, 6.788, -2.356], [-5.739, 2.908, -9.606], [-5.065, 1.934, -8.653], [-4.506, 1.127, -7.862], [-5.070, 3.136, -10.440], [-6.660, 2.468, -9.998], [-5.983, 3.835, -9.081], [1.814, -3.683, 7.045], [2.019, -4.886, 6.139], [2.190, -5.884, 5.388], [2.395, -3.804, 7.964], [2.139, -2.772, 6.535], [0.755, -3.587, 7.304], [-3.270, 6.680, -9.245], [-3.690, 6.091, -10.582], [-4.039, 5.602, -11.691], [-2.849, 5.897, -8.609], [-2.516, 7.456, -9.401], [-4.136, 7.121, -8.744]], "e_lumo_ev": 0.061, "total_charge": 0, "homo_energy_ev": -6.9, "energy_ha": -6839.85927, "mol_weight_g_mol": 1120.0, "gap_ev": 7.00}

=====

No. 2
{"formula": "C2H10NO3", "method": "wB97M-V/def2-TZVPD", "elements": ["C", "O", "C", "N", "H", "H", "H", "H", "H", "H", "H", "H", "O", "H", "H", "O"], "coordinates": [[-0.573, -0.580, 0.019], [0.235, 0.211, 0.791], [-0.722, -0.094, -1.467], [0.570, 0.507, -1.888], [-1.565, -0.847, 0.434], [-0.191, -1.619, -0.115], [-1.447, 0.710, -1.540], [-0.846, -0.950, -2.124], [1.322, -0.171, -1.864], [0.835, 1.064, -1.071], [1.736, -0.412, 1.708], [2.463, -1.507, 1.076], [2.565, -0.931, 1.810], [-1.910, 1.451, 2.028], [-0.869, 1.243, 0.947], [-1.603, 1.924, 1.257]], "e_lumo_ev": 4.171, "total_charge": -1, "homo_energy_ev": -4.2, "energy_ha": -362.69259, "mol_weight_g_mol": 96.1, "gap_ev": 8.32}